A 2-piece molecular cluster, C3H6N2O overall in a non-equilibrium geometry. Source: OMol25; level of theory: wB97M-V/def2-TZVPD.

Values from the calculation:
HOMO energy	-8.1	eV
relative energy (zero: lowest compared OMol25 entry of this formula, charge and spin)	569.63	kJ/mol
spin multiplicity	1
molecular weight	86.09	g/mol

Positions of all 12 atoms, in Å:
C (-0.7456, 2.5574, 0.4466)
C (0.0120, -0.5687, 1.1513)
C (-0.7962, -1.1682, 0.0693)
N (-0.5176, 3.3005, -0.3843)
N (1.7015, 0.3842, -0.4158)
O (1.0253, 0.0761, 1.0226)
H (-0.9532, 1.8639, 1.2207)
H (-0.4805, -0.8399, -0.9205)
H (-1.8526, -0.9690, 0.2400)
H (-0.6574, -2.2451, 0.1468)
H (2.6599, 0.5906, -0.1507)
H (1.2623, 1.2606, -0.6831)

Mulliken atomic charge list, values in e, 5 entries:
1. C 0.083
2. C -0.150
3. C -0.711
4. N -0.373
5. N -0.538

C7H10InN2O3 as an isolated structure in a non-equilibrium geometry. Source: OMol25; level of theory: wB97M-V/def2-TZVPD.

Values from the calculation:
HOMO energy	-3.7	eV
relative energy (zero: lowest compared OMol25 entry of this formula, charge and spin)	0.00	kJ/mol
spin multiplicity	1
molecular weight	284.99	g/mol
net charge	-1

Positions of all 23 atoms, in Å:
C (0.3345, -0.2014, -2.2675)
C (-0.4431, -1.3501, -1.8601)
C (0.3743, -2.1556, -0.9864)
C (1.6549, -1.5090, -0.8522)
C (1.6338, -0.3001, -1.6402)
In (0.0546, -0.0834, 0.1223)
N (-0.0032, 1.9074, 0.3315)
C (-1.4276, 1.9130, 0.3108)
C (-2.0494, 0.5058, 0.1538)
H (0.0682, -3.0754, -0.5035)
H (-1.4709, -1.5542, -2.1410)
H (2.4844, -1.8574, -0.2496)
H (2.4358, 0.4223, -1.7265)
H (-0.0129, 0.6165, -2.8891)
H (-2.6386, 0.3637, -0.7476)
H (-1.7985, 2.3691, 1.2452)
H (0.5301, 2.7644, 0.2559)
H (-2.5160, 0.1013, 1.0439)
H (-1.7736, 2.5421, -0.5334)
O (0.6207, 0.3335, 4.1568)
N (1.1499, -0.3573, 3.2585)
O (2.0768, -1.1654, 3.4821)
O (0.7159, -0.2299, 2.0363)

Mulliken atomic charge list, values in e, 5 entries:
1. C -0.549
2. C -0.563
3. C -0.513
4. C -0.591
5. C -0.475

A 16-piece molecular cluster, C8H28B2O30 overall in a non-equilibrium geometry. Source: OMol25; level of theory: wB97M-V/def2-TZVPD.

Values from the calculation:
HOMO energy	-5.2	eV
relative energy (zero: lowest compared OMol25 entry of this formula, charge and spin)	244.12	kJ/mol
spin multiplicity	1
molecular weight	625.91	g/mol
net charge	-2

Positions of all 68 atoms, in Å:
O (-5.4994, 3.1666, 0.7777)
C (-4.2622, 3.0417, 1.0428)
O (-3.7738, 2.4546, 2.0814)
B (-2.2778, 2.6198, 1.9706)
O (-1.9908, 3.1775, 0.6688)
C (-3.1504, 3.5107, 0.1282)
O (-3.2869, 4.1185, -0.9361)
O (-1.5814, 1.3418, 2.1299)
C (-0.8285, 1.3025, 3.2201)
O (-0.2055, 0.4085, 3.7161)
C (-0.9634, 2.7401, 3.8499)
O (-1.7466, 3.4312, 3.0778)
O (-0.3922, 3.1639, 4.8787)
O (3.2844, -2.0788, 0.1044)
C (2.3198, -1.3014, 0.1993)
O (1.2174, -1.4232, -0.5292)
B (0.3524, -0.2922, -0.1541)
O (1.0222, 0.5354, 0.8567)
C (2.2348, -0.0120, 1.1059)
O (3.0813, 0.3578, 1.9471)
O (0.1660, 0.5178, -1.4299)
C (-1.1662, 0.6535, -1.5834)
O (-1.8378, 1.3569, -2.4000)
C (-1.9284, -0.1625, -0.5027)
O (-1.0080, -0.7014, 0.2642)
O (-3.1206, -0.2712, -0.2627)
O (4.3027, -4.6546, 1.2822)
H (4.1067, -4.7717, 2.2118)
H (3.4466, -4.6581, 0.8541)
O (-0.1213, 1.8177, -4.5522)
H (-0.4066, 1.3930, -3.7432)
H (0.3885, 1.1479, -5.0080)
O (-3.3810, -1.1727, 2.5196)
H (-3.4514, -0.5731, 3.2624)
H (-2.5556, -0.9352, 2.0969)
O (-3.9190, -3.0142, 0.1367)
H (-4.6642, -2.4525, -0.0766)
H (-4.1963, -3.8913, -0.1280)
O (2.5920, -3.8763, -2.1739)
H (3.3370, -4.4541, -2.0085)
H (2.5207, -3.3439, -1.3816)
O (3.2778, -0.9057, -2.9426)
H (2.4064, -1.1657, -3.2413)
H (3.8719, -1.2432, -3.6129)
O (4.2636, -0.4621, 4.2258)
H (4.9787, 0.1738, 4.2474)
H (3.6702, -0.1332, 3.5506)
O (0.5474, -1.9500, -3.5801)
H (0.4068, -1.9160, -2.6339)
H (0.6846, -2.8782, -3.7692)
O (-1.1657, -3.8310, -0.2038)
H (-2.0754, -3.6038, -0.3963)
H (-0.9087, -3.2248, 0.4910)
O (-5.2484, 0.2124, -2.1943)
H (-5.1202, 1.1304, -2.4334)
H (-4.7826, 0.1133, -1.3640)
O (2.9644, 3.3050, 0.0684)
H (3.3490, 3.8651, -0.6059)
H (2.9962, 2.4240, -0.3046)
O (3.3501, 3.2025, 3.2829)
H (3.3267, 3.0911, 2.3325)
H (3.2702, 4.1470, 3.4159)
O (-4.8944, 2.8367, -2.9993)
H (-4.7718, 3.0615, -3.9216)
H (-4.0239, 2.9284, -2.6121)
O (5.7799, -2.8094, -0.6336)
H (5.1436, -2.2145, -0.2366)
H (6.0466, -2.3710, -1.4416)

Mulliken atomic charge list, values in e, 5 entries:
1. O -0.698
2. C 0.496
3. O -0.491
4. B 1.206
5. O -0.608

C15H43BFN2O7PSSi2 as an isolated structure in a non-equilibrium geometry. Source: OMol25; level of theory: wB97M-V/def2-TZVPD.

Values from the calculation:
HOMO energy	-7.9	eV
spin multiplicity	1
molecular weight	512.54	g/mol

Positions of all 73 atoms, in Å:
C (1.9846, 6.9160, 4.3871)
C (0.8966, 6.9935, 3.3242)
C (0.3547, 5.6511, 2.7497)
Si (1.0550, 4.0055, 3.3098)
O (1.9279, 3.2810, 2.0283)
Si (3.4328, 2.7323, 2.2677)
P (4.8170, 4.4213, 2.8900)
O (6.1519, 4.1060, 1.9926)
O (5.2344, 4.0805, 4.4291)
S (3.4622, 1.0075, 3.6691)
O (2.6666, 1.2028, 4.8320)
O (3.3322, -0.1890, 2.9059)
F (4.9813, 1.0630, 4.1532)
B (-0.4796, 2.7468, 3.7336)
O (-1.5466, 2.7048, 2.8801)
O (-0.4985, 1.8848, 4.8091)
H (1.6354, 6.4197, 5.2929)
H (2.2462, 7.9326, 4.6890)
H (2.8999, 6.4522, 4.0250)
H (0.0548, 7.5307, 3.7620)
H (1.2590, 7.6098, 2.5020)
H (0.4364, 5.6691, 1.6605)
H (-0.7164, 5.6016, 2.9518)
H (1.9382, 4.0608, 4.5005)
H (3.9359, 2.1806, 0.9920)
H (6.1149, 3.2869, 1.4864)
H (5.7793, 3.2890, 4.5344)
H (-2.3624, 2.5314, 3.3601)
H (-0.0936, 2.2823, 5.5849)
C (-3.5657, -0.4953, -1.7899)
C (-2.3359, -0.3058, -0.9143)
N (-2.5763, -0.5730, 0.4901)
C (-1.4924, -0.1323, 1.3538)
C (-0.1275, -0.8199, 1.2114)
C (-3.1370, -1.8788, 0.7854)
C (-2.3478, -3.1194, 0.3411)
H (-4.3955, 0.1153, -1.4313)
H (-3.3369, -0.1906, -2.8125)
H (-3.8924, -1.5356, -1.8274)
H (-2.0188, 0.7372, -1.0017)
H (-1.5151, -0.9163, -1.3249)
H (-1.8246, -0.2185, 2.3919)
H (-1.3548, 0.9351, 1.1816)
H (-0.1189, -1.8179, 1.6476)
H (0.6328, -0.2384, 1.7382)
H (0.1861, -0.8969, 0.1692)
H (-4.1311, -1.9275, 0.3339)
H (-3.3165, -1.9332, 1.8621)
H (-1.9507, -3.0149, -0.6703)
H (-3.0050, -3.9918, 0.3440)
H (-1.5189, -3.3410, 1.0113)
C (-2.3685, -5.2710, -3.2711)
C (-1.1014, -5.3382, -4.1095)
N (-1.1196, -4.4414, -5.2504)
C (-0.0534, -4.6980, -6.2021)
C (1.3955, -4.4762, -5.7494)
C (-1.3742, -3.0448, -4.9449)
C (-0.4159, -2.3296, -3.9811)
H (-3.2505, -5.4631, -3.8835)
H (-2.3291, -6.0284, -2.4870)
H (-2.4918, -4.3047, -2.7805)
H (-0.9992, -6.3557, -4.4966)
H (-0.2327, -5.1701, -3.4522)
H (-0.2441, -4.0952, -7.0944)
H (-0.1551, -5.7387, -6.5253)
H (1.6498, -3.4188, -5.6907)
H (2.0773, -4.9311, -6.4707)
H (1.5959, -4.9325, -4.7795)
H (-2.3859, -2.9674, -4.5389)
H (-1.4117, -2.4958, -5.8891)
H (-0.1716, -2.9408, -3.1106)
H (-0.8840, -1.4135, -3.6147)
H (0.5129, -2.0400, -4.4703)

Mulliken atomic charge list, values in e, 5 entries:
1. C -0.955
2. C -0.446
3. C -0.784
4. Si 0.214
5. O -0.140

C4H2NO2 as an isolated structure in a non-equilibrium geometry. Source: OMol25; level of theory: wB97M-V/def2-TZVPD.

Values from the calculation:
HOMO energy (spin up / spin down)	-2.8 / -2.8	eV
relative energy (zero: lowest compared OMol25 entry of this formula, charge and spin)	214.85	kJ/mol
spin multiplicity	1
molecular weight	96.06	g/mol
net charge	-1

Positions of all 9 atoms, in Å:
C (-1.1476, -0.4010, 0.9225)
C (-1.3442, 0.2193, -0.9318)
C (-0.1565, -0.1393, 0.0261)
C (2.3880, -0.0258, 0.0381)
N (-2.2481, 0.0500, -0.0466)
O (2.6707, 1.1171, 0.1880)
O (2.6273, -1.1773, -0.2055)
H (-1.4294, -0.4277, 1.9341)
H (-1.3602, 0.7847, -1.9249)

Mulliken atomic charge list, values in e, 5 entries:
1. C -0.425
2. C -0.073
3. C -0.354
4. C 0.690
5. N -0.591

C7H9CuNO2 as an isolated structure in a non-equilibrium geometry. Source: OMol25; level of theory: wB97M-V/def2-TZVPD.

Values from the calculation:
HOMO energy (spin up / spin down)	-8.4 / -9.5	eV
⟨S²⟩	0.753
relative energy (zero: lowest compared OMol25 entry of this formula, charge and spin)	0.00	kJ/mol
spin multiplicity	2
molecular weight	202.70	g/mol

Positions of all 20 atoms, in Å:
Cu (0.8308, 1.3968, 0.3416)
C (1.8242, 3.0278, 0.1595)
H (2.1203, 3.1750, -0.8845)
H (1.1803, 3.8452, 0.5258)
H (2.7142, 2.9316, 0.7965)
H (-0.0638, 2.2525, 1.4854)
H (-0.5002, 1.6244, 1.4620)
O (2.1543, -1.7073, -1.8092)
C (1.5751, -0.8809, -1.1009)
O (2.0333, 0.2729, -0.7127)
C (0.1903, -1.1888, -0.5912)
C (-0.5076, -2.3663, -0.8804)
C (-1.7829, -2.5431, -0.3432)
C (-2.3097, -1.5287, 0.4631)
C (-1.5566, -0.3844, 0.7147)
N (-0.3294, -0.2097, 0.1875)
H (-0.0099, -3.0966, -1.5156)
H (-2.3501, -3.4461, -0.5509)
H (-3.2944, -1.5954, 0.9098)
H (-1.9184, 0.4210, 1.3427)

Mulliken atomic charge list, values in e, 5 entries:
1. Cu -0.335
2. C -0.691
3. H 0.253
4. H 0.354
5. H 0.189

C14H18AsNS4W as an isolated structure in a non-equilibrium geometry. Source: OMol25; level of theory: wB97M-V/def2-TZVPD.

Values from the calculation:
HOMO energy	-14.1	eV
spin multiplicity	1
molecular weight	587.34	g/mol
net charge	+2

Positions of all 39 atoms, in Å:
W (-0.4113, 1.6375, -1.6274)
C (1.1346, 2.4687, -0.0874)
C (1.7966, 1.9752, -1.2493)
C (1.3835, 2.8051, -2.3433)
C (0.4942, 3.8051, -1.8408)
C (0.3527, 3.5968, -0.4585)
H (1.3433, 2.1854, 0.9309)
H (2.6040, 1.2621, -1.2719)
H (1.8250, 2.8093, -3.3267)
H (0.0907, 4.6392, -2.3935)
H (-0.1838, 4.2351, 0.2271)
S (-0.3684, -2.4099, -3.4033)
As (-2.1706, -1.7222, -2.3829)
S (-2.1994, 0.6265, -3.0550)
S (-0.3752, 0.9694, -3.8877)
S (-2.2458, -2.6538, -4.3573)
C (2.1054, -3.2356, 1.4720)
N (1.1009, -2.1672, 1.7184)
C (1.7417, -0.9522, 2.2921)
C (0.3249, -1.8516, 0.4687)
C (-0.8068, -0.8755, 0.6968)
C (-1.8101, -1.1402, 1.6329)
C (-2.8600, -0.2547, 1.8345)
C (-2.9624, 0.9149, 1.0857)
C (-1.9733, 1.1352, 0.1489)
C (-0.9054, 0.2835, -0.0623)
H (2.6225, -3.4792, 2.3973)
H (2.8327, -2.8829, 0.7438)
H (1.6169, -4.1294, 1.0908)
H (0.4368, -2.5193, 2.4099)
H (2.4761, -0.5775, 1.5811)
H (2.2449, -1.1977, 3.2241)
H (0.9862, -0.1936, 2.4741)
H (-0.0621, -2.7941, 0.0761)
H (1.0271, -1.4416, -0.2579)
H (-1.7982, -2.0618, 2.2084)
H (-3.6138, -0.4728, 2.5790)
H (-3.7898, 1.5955, 1.2353)
H (-2.0044, 2.0682, -0.5229)

Mulliken atomic charge list, values in e, 5 entries:
1. W 1.366
2. C -0.300
3. C -0.340
4. C -0.984
5. C -0.358

Number 1: energy -8230.795 eV. Number 2: energy -21712.279 eV. Number 3: energy -71543.210 eV. Number 4: energy -72842.893 eV. Number 5: energy -9761.538 eV. Number 6: energy -57627.663 eV. Number 7: energy -122289.892 eV.